[1]
C34H45BF3N7O3PtS5 | wB97M-V/def2-TZVPD

Properties
molecular weight = 1023.0 g mol⁻¹
HOMO energy = -7.2 eV
frontier orbital gap = 7.53 eV
LUMO = 0.38 eV
energy relative to the best compared isomer or geometry (same formula, charge and spin) = 0.00 kcal per mole
energy = -4366.5052 a.u.

```
! RIJCOSX wB97M-V def2-TZVPD def2/J DEFGRID3
* xyz 0 1
Pt 0.332 0.290 -0.590
C -4.802 5.034 1.662
C -5.110 4.043 0.536
C -4.794 4.713 -0.795
C -6.592 3.663 0.542
N -4.324 2.804 0.804
C -4.556 2.099 1.983
C -3.728 1.046 2.012
N -2.972 1.083 0.849
B -1.872 0.091 0.473
N -2.415 -1.046 -0.396
C -3.537 -1.784 -0.070
C -3.623 -2.801 -0.937
N -2.551 -2.696 -1.815
C -1.848 -1.590 -1.489
S -0.545 -0.877 -2.364
C -2.281 -3.811 -2.778
C -3.451 -3.875 -3.758
C -2.169 -5.095 -1.950
C -0.982 -3.635 -3.552
N -1.184 -0.440 1.761
C -1.663 -1.445 2.578
C -0.801 -1.592 3.597
N 0.232 -0.686 3.402
C -0.019 0.000 2.271
S 0.967 1.194 1.491
C 1.417 -0.540 4.303
C 1.256 -1.499 5.480
C 2.692 -0.911 3.550
C 1.455 0.893 4.827
C -3.336 2.166 0.094
S -2.654 2.494 -1.411
H -5.354 5.959 1.493
H -3.736 5.264 1.677
H -5.086 4.648 2.641
H -5.440 5.591 -0.864
H -4.992 4.060 -1.640
H -3.757 5.032 -0.857
H -7.192 4.549 0.336
H -6.914 3.257 1.501
H -6.792 2.922 -0.233
H -5.283 2.413 2.707
H -3.584 0.310 2.782
H -1.148 0.907 -0.213
H -4.189 -1.513 0.743
H -4.341 -3.596 -1.000
H -4.399 -4.063 -3.252
H -3.284 -4.685 -4.468
H -3.535 -2.940 -4.314
H -3.112 -5.364 -1.476
H -1.411 -4.972 -1.174
H -1.880 -5.918 -2.604
H -1.002 -2.764 -4.203
H -0.865 -4.523 -4.176
H -0.123 -3.563 -2.887
H -2.523 -2.038 2.327
H -0.797 -2.314 4.387
H 1.241 -2.537 5.148
H 0.360 -1.285 6.064
H 2.119 -1.371 6.133
H 2.627 -1.934 3.180
H 3.534 -0.826 4.240
H 2.862 -0.255 2.701
H 0.530 1.133 5.354
H 1.599 1.614 4.024
H 2.286 0.992 5.527
F 2.920 -4.764 0.443
C 1.683 -4.546 -0.022
F 1.797 -4.104 -1.287
F 1.044 -5.723 -0.063
S 0.776 -3.328 1.015
O 0.760 -3.929 2.331
O 1.606 -2.140 0.903
O -0.511 -3.247 0.350
N 2.240 -0.145 -1.168
S 2.799 1.061 -2.075
C 4.487 0.607 -2.433
C 4.854 -0.725 -2.317
C 6.149 -1.093 -2.661
C 7.047 -0.144 -3.122
C 6.658 1.185 -3.248
C 5.373 1.568 -2.906
C 3.018 2.507 -1.049
C 1.994 3.441 -1.122
C 1.988 4.506 -0.232
C 2.994 4.620 0.715
C 4.009 3.672 0.786
C 4.022 2.603 -0.093
H 2.822 -0.342 -0.352
H 4.138 -1.458 -1.971
H 6.448 -2.128 -2.567
H 8.054 -0.438 -3.388
H 7.358 1.925 -3.611
H 5.067 2.603 -2.993
H 1.187 3.314 -1.836
H 1.185 5.230 -0.272
H 2.984 5.447 1.412
H 4.783 3.761 1.537
H 4.799 1.851 -0.035
*
```

***

[2]
C50H35BrF4N5P2Tc | wB97M-V/def2-TZVPD

Properties
molecular weight = 1021.7 g mol⁻¹
HOMO energy (spin up / spin down) = -15.5 / -15.5 eV
frontier orbital gap (spin up / spin down) = 7.49 / 5.25 eV
LUMO (spin up / spin down) = -8.00 / -10.27 eV
energy relative to the best compared isomer or geometry (same formula, charge and spin) = 89.64 kcal per mole
energy = -5936.0922 a.u.

```
! RIJCOSX wB97M-V def2-TZVPD def2/J DEFGRID3
* xyz 3 4
Tc 0.076 -0.289 0.009
N 2.952 1.326 -2.800
C 2.440 0.972 -1.645
N 1.142 0.859 -1.426
C 0.229 1.119 -2.462
N -1.053 1.004 -2.317
N -1.490 0.836 -0.942
C -2.779 0.041 -0.786
C -2.620 -1.234 0.011
C -3.634 -2.290 0.035
C -3.500 -3.354 0.844
C -2.456 -3.412 1.916
C -1.356 -2.377 1.670
N -1.538 -1.319 0.696
C 0.768 1.467 -3.774
C -0.053 1.690 -4.884
C 0.509 1.997 -6.104
C 1.898 2.088 -6.237
C 2.726 1.875 -5.153
C 2.147 1.566 -3.930
H 3.956 1.429 -2.876
H 3.125 0.764 -0.830
H -3.281 -0.073 -1.746
H -4.451 -2.223 -0.670
H -4.220 -4.162 0.775
H -2.963 -3.336 2.881
H -1.013 -1.925 2.599
H -1.126 1.618 -4.768
H -0.124 2.171 -6.962
H 2.332 2.328 -7.198
H 3.801 1.946 -5.254
F 2.274 -6.348 -3.649
C 2.180 -5.380 -2.767
C 2.941 -5.411 -1.610
F 3.766 -6.412 -1.389
C 2.828 -4.382 -0.687
F 3.588 -4.459 0.401
C 1.980 -3.299 -0.883
P 1.797 -2.081 0.471
C 1.011 -3.225 1.639
C 1.399 -3.724 2.809
C 0.471 -4.557 3.611
C -0.757 -4.894 3.214
C -1.319 -4.506 1.873
C -0.405 -3.456 1.179
C 3.484 -1.525 0.819
C 3.726 -0.675 1.902
C 4.985 -0.128 2.099
C 6.012 -0.403 1.205
C 5.778 -1.234 0.118
C 4.522 -1.794 -0.076
C 1.229 -3.299 -2.054
Br -0.008 -1.928 -2.457
C 1.317 -4.314 -2.986
F 0.588 -4.297 -4.092
H 2.387 -3.526 3.209
H 0.834 -4.916 4.565
H -1.367 -5.526 3.849
H -1.557 -5.395 1.289
H -0.486 -3.550 0.093
H 2.942 -0.436 2.607
H 5.166 0.508 2.954
H 6.995 0.021 1.361
H 6.579 -1.467 -0.571
H 4.370 -2.448 -0.924
C -2.588 7.031 2.024
C -3.501 6.151 1.449
C -3.082 4.916 0.996
C -1.735 4.546 1.157
C -0.815 5.447 1.732
C -1.247 6.682 2.165
P -1.108 2.992 0.660
C -2.232 2.088 -0.484
C -3.383 1.200 0.078
C -4.784 1.609 -0.241
C -5.033 2.465 -1.227
C -3.936 3.111 -1.960
C -2.657 2.974 -1.618
C -0.610 1.991 2.029
C -0.792 2.523 3.318
C -0.339 1.835 4.429
C 0.317 0.629 4.247
C 0.481 0.097 2.967
C 0.038 0.744 1.819
H -2.925 8.002 2.362
H -4.540 6.434 1.356
H -3.799 4.236 0.558
H 0.230 5.176 1.829
H -0.547 7.378 2.606
H -3.255 0.979 1.138
H -5.584 1.176 0.345
H -6.050 2.733 -1.479
H -4.190 3.776 -2.777
H -1.887 3.526 -2.140
H -1.306 3.464 3.452
H -0.499 2.237 5.419
H 0.700 0.086 5.102
H 0.961 -0.873 2.896
*
```

***

[3]
C4H7NO | wB97M-V/def2-TZVPD

Properties
molecular weight = 85.1 g mol⁻¹
HOMO energy = -8.3 eV
frontier orbital gap = 9.12 eV
LUMO = 0.84 eV
energy relative to the best compared isomer or geometry (same formula, charge and spin) = 147.69 kcal per mole
energy = -286.3963 a.u.

```
! RIJCOSX wB97M-V def2-TZVPD def2/J DEFGRID3
* xyz 0 1
C -1.827 -0.329 -0.004
N -1.387 1.021 0.286
C -0.689 0.284 -0.765
C 0.441 -0.649 -0.523
C 1.989 0.009 0.342
O 0.830 -0.615 0.845
H -1.564 -1.123 0.696
H -2.791 -0.449 -0.490
H -0.813 1.000 1.126
H -0.888 0.612 -1.783
H 1.754 -0.314 -0.847
H 2.890 -0.539 0.644
H 2.054 1.091 0.472
*
```

***

[4]
C41H39BrIKN4O2P2S2Se2 | wB97M-V/def2-TZVPD

Properties
molecular weight = 1149.7 g mol⁻¹
HOMO energy = 0.3 eV
frontier orbital gap = 3.14 eV
LUMO = 3.42 eV
energy relative to the best compared isomer or geometry (same formula, charge and spin) = 41.62 kcal per mole
energy = -11708.9993 a.u.

```
! RIJCOSX wB97M-V def2-TZVPD def2/J DEFGRID3
* xyz -2 1
K 0.241 2.873 0.688
Se 0.493 -5.691 2.000
P -0.048 -4.522 0.314
C -1.615 -5.146 -0.378
C -1.839 -5.252 -1.745
C -3.037 -5.763 -2.225
C -4.018 -6.176 -1.338
C -3.801 -6.071 0.030
C -2.606 -5.562 0.509
C 1.179 -4.737 -1.010
C 1.291 -5.970 -1.649
C 2.291 -6.181 -2.583
C 3.201 -5.169 -2.866
C 3.104 -3.948 -2.218
C 2.092 -3.728 -1.294
C -0.155 -2.757 0.609
C -0.436 -1.573 -0.106
N -0.094 -0.551 0.698
N 0.348 -1.059 1.836
N 0.324 -2.373 1.815
P -1.075 -1.094 -1.717
Se -1.376 0.997 -1.935
C 0.096 -1.734 -2.973
C -0.098 -2.888 -3.726
C 0.829 -3.269 -4.687
C 1.963 -2.501 -4.900
C 2.165 -1.348 -4.151
C 1.236 -0.964 -3.199
C -2.629 -2.010 -1.951
C -3.194 -2.079 -3.225
C -4.472 -2.582 -3.399
C -5.214 -2.994 -2.297
C -4.668 -2.905 -1.027
C -3.379 -2.419 -0.854
H -1.068 -4.945 -2.437
H -3.203 -5.828 -3.294
H -4.956 -6.570 -1.712
H -4.566 -6.391 0.727
H -2.416 -5.504 1.573
H 0.599 -6.766 -1.399
H 2.370 -7.139 -3.084
H 3.986 -5.334 -3.594
H 3.806 -3.155 -2.439
H 2.008 -2.772 -0.793
H -0.989 -3.481 -3.578
H 0.663 -4.170 -5.267
H 2.686 -2.799 -5.651
H 3.042 -0.736 -4.321
H 1.364 -0.042 -2.644
H -2.640 -1.698 -4.075
H -4.902 -2.627 -4.392
H -6.220 -3.372 -2.432
H -5.245 -3.216 -0.165
H -2.956 -2.340 0.140
C 0.452 7.173 -2.763
C 0.021 6.021 -1.869
S 1.216 5.537 -0.664
C -1.208 5.481 -2.055
C -2.078 6.057 -3.162
S -1.947 4.172 -1.146
H 1.465 7.479 -2.507
H -0.209 8.044 -2.649
H 0.436 6.904 -3.827
H -2.319 7.115 -2.989
H -3.011 5.500 -3.216
H -1.586 6.001 -4.141
O 1.681 1.796 2.434
C 1.022 1.283 3.302
O -0.257 1.592 3.473
C 1.581 0.282 4.300
N 0.613 0.094 5.395
C 1.111 0.902 6.514
C 2.635 0.817 6.437
C 2.906 0.789 4.925
H 1.704 -0.645 3.747
H 0.569 -0.885 5.648
H -0.563 1.019 4.210
H 0.688 0.552 7.456
H 0.792 1.938 6.363
H 2.980 -0.106 6.911
H 3.125 1.657 6.929
H 3.734 0.133 4.663
H 3.150 1.781 4.545
Br 2.684 6.941 6.312
C 2.218 7.659 4.611
C 2.347 9.031 4.449
C 2.022 9.609 3.231
C 1.572 8.816 2.187
C 1.443 7.446 2.348
C 1.768 6.860 3.566
I 1.549 4.789 3.711
H 2.699 9.632 5.276
H 2.124 10.680 3.108
H 1.317 9.248 1.227
H 1.090 6.836 1.506
*
```